6
Properties=species:S:1:pos:R:3:forces:R:3:nbo_charge:R:1 method="wB97M-V/def2-TZVPD" e_above_lowest_kj_mol=119.95 mol_weight_g_mol=144.9 homo_ev=-9.392
P 0.750 0.796 0.289 1.047 -0.256 -0.160 0.0296
P 2.049 -0.756 0.481 0.905 1.509 -1.464 0.0580
Br -3.150 0.079 -0.080 0.352 -0.187 -1.494 -0.2123
H -2.780 -0.091 -1.511 -0.381 0.173 1.491 0.2155
H 1.702 1.438 -0.609 -0.639 -0.243 0.271 -0.0285
H 1.428 -1.466 1.430 -1.282 -0.997 1.356 -0.0624